DFT (ωB97M-V with the def2-TZVPD basis set) results for a 7-piece molecular cluster, C29H40F3NO6S2 overall.

Last columns: bonded neighbours and bond lengths (Å).
Element x y z (Å)
1 C -3.396 0.368 -0.130  C2 1.565, H8 1.071, H9 1.148, H10 1.202
2 C -2.016 0.042 -0.792  C1 1.565, O3 1.238, N4 1.489
3 O -1.867 -0.675 -1.790  C2 1.238
4 N -0.845 0.441 0.036  C2 1.489, H5 1.110, H6 1.082, C7 1.492
5 H -0.756 1.521 0.278  N4 1.110
6 H -0.873 -0.020 1.014  N4 1.082
7 C 0.533 0.159 -0.461  N4 1.492, H11 0.996, H12 1.019, H13 1.041
8 H -3.487 -0.104 0.827  C1 1.071
9 H -4.190 0.145 -0.928  C1 1.148
10 H -3.307 1.543 0.109  C1 1.202
11 H 1.249 0.553 0.108  C7 0.996
12 H 0.501 0.672 -1.341  C7 1.019
13 H 0.753 -0.833 -0.686  C7 1.041
14 O -1.341 2.693 1.052  H15 1.059
15 H -0.861 3.635 1.110  O14 1.059
16 F 2.920 -0.168 2.121  C17 1.384
17 C 3.206 -1.309 1.392  F16 1.384, C18 1.396, C22 1.460
18 C 2.363 -2.409 1.221  C17 1.396, C19 1.431, H23 0.958
19 C 2.515 -3.458 0.259  C18 1.431, C20 1.383, H24 1.083
20 C 3.763 -3.549 -0.330  C19 1.383, C21 1.404, H25 1.146
21 C 4.722 -2.537 -0.163  C20 1.404, C22 1.477, H26 1.098
22 C 4.453 -1.322 0.633  C17 1.460, C21 1.477, H27 1.142
23 H 1.529 -2.508 1.681  C18 0.958
24 H 1.775 -4.241 0.151  C19 1.083
25 H 4.104 -4.427 -0.982  C20 1.146
26 H 5.684 -2.718 -0.661  C21 1.098
27 H 5.239 -0.494 0.651  C22 1.142
28 F -1.377 3.227 -2.946  C29 1.343
29 C -2.568 2.667 -3.216  F28 1.343, C30 1.351, C34 1.436
30 C -3.595 2.933 -2.379  C29 1.351, C31 1.474, H35 0.981
31 C -4.935 2.670 -2.935  C30 1.474, C32 1.432, H36 1.097
32 C -5.134 2.146 -4.253  C31 1.432, C33 1.355, H37 1.164
33 C -4.034 1.760 -4.944  C32 1.355, C34 1.387, H38 1.092
34 C -2.751 2.017 -4.483  C29 1.436, C33 1.387, H39 1.100
35 H -3.492 3.289 -1.471  C30 0.981
36 H -5.738 2.846 -2.208  C31 1.097
37 H -6.175 1.886 -4.705  C32 1.164
38 H -4.291 1.445 -5.957  C33 1.092
39 H -1.946 1.582 -5.094  C34 1.100
40 F 2.871 6.123 -1.320  C41 1.400
41 C 3.523 4.894 -1.163  F40 1.400, C42 1.409, C46 1.479
42 C 2.953 3.685 -0.717  C41 1.409, C43 1.434, H47 1.178
43 C 3.729 2.505 -0.468  C42 1.434, C44 1.412, H48 1.239
44 C 5.037 2.506 -1.000  C43 1.412, C45 1.456, H49 1.215
45 C 5.677 3.692 -1.550  C44 1.456, C46 1.450, H50 0.886
46 C 4.929 4.932 -1.619  C41 1.479, C45 1.450, H51 1.024
47 H 1.813 3.732 -0.423  C42 1.178
48 H 3.255 1.505 0.089  C43 1.239
49 H 5.488 1.379 -0.955  C44 1.215
50 H 6.515 3.572 -1.813  C45 0.886
51 H 5.447 5.802 -1.770  C46 1.024
52 C -0.241 -5.459 -1.717  C53 1.570, C58 1.468, H59 1.147, H60 1.147
53 C -1.319 -6.212 -0.860  C52 1.570, C54 1.437, H61 1.127, H62 1.060
54 C -1.465 -5.346 0.277  C53 1.437, S55 1.729, H63 1.076, H64 1.047
55 S -1.579 -3.713 -0.281  C54 1.729, O56 1.424, O57 1.432, C58 1.653
56 O -0.694 -2.961 0.543  S55 1.424
57 O -2.885 -3.221 -0.600  S55 1.432
58 C -0.737 -4.079 -1.656  C52 1.468, S55 1.653, H65 1.061, H66 1.147
59 H -0.148 -5.910 -2.767  C52 1.147
60 H 0.704 -5.713 -1.118  C52 1.147
61 H -1.107 -7.310 -0.724  C53 1.127
62 H -2.085 -6.369 -1.575  C53 1.060
63 H -0.565 -5.478 0.851  C54 1.076
64 H -2.332 -5.583 0.814  C54 1.047
65 H 0.033 -3.404 -1.935  C58 1.061
66 H -1.437 -3.832 -2.530  C58 1.147
67 C -0.630 2.675 4.340  C68 1.541, C73 1.549, H74 1.152, H75 1.080
68 C -1.550 1.883 5.290  C67 1.541, C69 1.428, H76 1.086, H77 1.039
69 C -1.840 0.612 4.707  C68 1.428, S70 1.783, H78 1.031, H79 1.183
70 S -0.320 0.072 3.948  C69 1.783, O71 1.408, O72 1.479, C73 1.748
71 O -0.546 -0.320 2.615  S70 1.408
72 O 0.546 -0.759 4.812  S70 1.479
73 C 0.404 1.656 3.799  C67 1.549, S70 1.748, H80 1.227, H81 1.162
74 H -0.290 3.606 4.928  C67 1.152
75 H -1.281 3.139 3.614  C67 1.080
76 H -2.490 2.397 5.468  C68 1.086
77 H -1.132 1.657 6.214  C68 1.039
78 H -2.616 0.796 4.054  C69 1.031
79 H -2.437 -0.206 5.319  C69 1.183
80 H 1.044 1.840 2.769  C73 1.227
81 H 1.424 1.754 4.347  C73 1.162

Kohn-Sham gap: 8.4 eV
E: -2730.7916 Eh
Lowest unoccupied orbital energy: 0.412 eV
ΔE to the lowest compared entry with this formula, charge and spin: 0.2454 eV

Atomic partial charges in e from the Löwdin method, atoms 1 to 6: number 1, C, carries 0.015; number 2, C, carries -0.358; number 3, O, carries 0.073; number 4, N, carries 0.028; number 5, H, carries 0.068; number 6, H, carries 0.116